(1)
{
  "formula": "C30H24CrNO3",
  "method": "the ωB97M-V functional and the def2-TZVPD basis",
  "symbols": ["C", "C", "C", "N", "C", "C", "C", "H", "H", "H", "H", "H", "H", "H", "H", "H", "O", "C", "Cr", "C", "O", "C", "O", "C", "C", "C", "C", "C", "C", "C", "C", "C", "C", "C", "C", "C", "C", "C", "C", "C", "C", "C", "C", "C", "H", "H", "H", "H", "H", "H", "H", "H", "H", "H", "H", "H", "H", "H", "H"],
  "xyz": [[0.846, 3.358, -1.209], [0.110, 2.744, -2.343], [-1.153, 2.195, -2.302], [-1.476, 1.755, -3.558], [-0.429, 2.022, -4.407], [-0.402, 1.710, -5.854], [0.563, 2.633, -3.672], [1.830, 3.707, -1.527], [0.300, 4.215, -0.810], [0.987, 2.640, -0.400], [-1.786, 2.127, -1.433], [-2.358, 1.321, -3.838], [0.543, 2.019, -6.303], [-0.522, 0.639, -6.022], [-1.208, 2.225, -6.377], [1.513, 2.974, -4.048], [0.731, -2.431, 6.488], [0.964, -1.620, 5.722], [1.312, -0.269, 4.480], [1.503, -1.505, 3.073], [1.616, -2.239, 2.209], [3.162, -0.319, 4.792], [4.286, -0.328, 4.974], [0.851, 1.421, 5.755], [-0.339, 0.694, 5.501], [-0.724, 0.392, 4.174], [0.078, 0.824, 3.066], [-0.261, 0.452, 1.744], [-0.455, -0.102, 0.655], [-0.589, -0.950, -0.411], [0.625, -1.339, -1.104], [1.833, -0.675, -0.830], [3.001, -1.028, -1.457], [3.015, -2.066, -2.369], [1.849, -2.751, -2.648], [0.683, -2.386, -2.033], [-1.918, -1.455, -0.691], [-3.032, -0.889, -0.046], [-4.301, -1.360, -0.272], [-4.509, -2.418, -1.136], [-3.435, -3.004, -1.776], [-2.171, -2.524, -1.560], [1.282, 1.550, 3.344], [1.648, 1.867, 4.673], [1.146, 1.640, 6.784], [-0.938, 0.321, 6.336], [-1.637, -0.178, 3.981], [1.835, 0.119, -0.104], [3.913, -0.502, -1.228], [3.937, -2.353, -2.844], [1.858, -3.579, -3.337], [-0.338, -2.954, -2.231], [-2.879, -0.069, 0.632], [-5.138, -0.906, 0.232], [-5.505, -2.795, -1.297], [-3.587, -3.840, -2.436], [-1.220, -2.997, -2.084], [1.933, 1.827, 2.513], [2.559, 2.439, 4.868]],
  "atomic_forces_ev_per_a": [[0.19, 0.08, 0.02], [2.65, 0.88, -1.24], [-1.61, -0.92, -0.76], [-0.74, -0.23, 0.39], [-0.58, -0.45, -0.96], [0.00, 0.01, 0.14], [0.59, 0.74, 2.11], [-0.14, -0.05, 0.00], [-0.04, -0.02, 0.04], [-0.09, -0.04, 0.05], [-0.34, -0.21, -0.17], [0.47, 0.22, 0.24], [-0.10, 0.00, 0.19], [-0.11, -0.09, 0.01], [-0.14, -0.02, 0.00], [-0.02, -0.03, -0.06], [0.23, 1.01, -0.89], [-0.41, -1.89, 1.63], [0.11, 0.09, 0.35], [0.17, -1.55, -1.78], [-0.14, 0.88, 1.01], [2.41, -0.15, 0.44], [-1.34, 0.07, -0.22], [-0.10, 0.46, 0.46], [0.02, 0.16, -0.21], [-0.64, 0.14, -0.18], [-0.07, 0.42, 0.59], [-0.29, -0.61, -1.77], [0.56, 1.16, 2.80], [-0.22, -0.53, -0.85], [0.43, 0.07, -0.18], [-0.33, 0.03, 0.06], [0.23, 0.14, 0.04], [0.32, -0.13, -0.15], [0.16, -0.15, -0.18], [-2.00, -1.02, -0.30], [-0.40, -0.09, 0.01], [0.32, 0.09, -0.07], [-0.21, 0.14, 0.13], [-0.35, -0.17, -0.03], [-0.13, -0.15, -0.14], [1.84, -0.88, -0.97], [0.12, 0.39, -0.52], [-0.42, 0.11, -0.09], [-0.09, -0.12, -0.41], [0.22, 0.14, -0.32], [0.43, 0.20, 0.08], [0.05, 0.24, 0.16], [0.14, 0.08, 0.04], [0.17, -0.04, -0.10], [0.00, -0.12, -0.12], [6.61, 1.31, -0.44], [-0.02, 0.22, 0.21], [-0.13, 0.07, 0.09], [-0.18, -0.05, -0.04], [-0.04, -0.14, -0.12], [-6.51, 0.65, 1.76], [-0.27, 0.02, 0.30], [-0.24, -0.35, -0.09]],
  "mulliken_spin": [0.02, 0.16, 0.36, -0.04, 0.27, 0.01, 0.12, 0.00, 0.01, 0.00, 0.03, 0.00, 0.00, 0.03, 0.03, 0.00, 0.02, -0.09, 1.32, -0.12, 0.03, -0.09, 0.03, -0.11, 0.12, -0.12, 0.06, 0.30, 0.08, 0.13, 0.02, 0.06, -0.06, 0.11, -0.04, 0.13, 0.02, 0.08, -0.06, 0.11, -0.04, 0.12, -0.17, 0.12, 0.00, 0.01, -0.01, 0.01, 0.00, 0.00, 0.00, 0.01, 0.01, 0.00, 0.00, 0.00, 0.01, -0.01, 0.00],
  "charge": 2,
  "spin_multiplicity": 4,
  "energy_ev": -67533.8776,
  "s_squared": 3.83
}

(2)
{
  "formula": "C30H24N4O4Pb",
  "method": "the ωB97M-V functional and the def2-TZVPD basis",
  "symbols": ["Pb", "O", "C", "C", "C", "C", "C", "C", "C", "N", "C", "C", "N", "C", "C", "C", "C", "C", "C", "C", "O", "H", "H", "H", "H", "H", "H", "H", "H", "H", "H", "H", "H", "H", "H", "O", "C", "C", "C", "C", "C", "C", "C", "N", "N", "C", "O", "C", "C", "C", "C", "C", "C", "H", "H", "H", "H", "H", "H", "H", "H", "H", "H"],
  "xyz": [[0.215, -0.630, 0.903], [1.918, 0.476, 1.876], [2.024, 1.615, 2.478], [3.305, 2.218, 2.571], [3.494, 3.432, 3.177], [2.420, 4.131, 3.749], [1.173, 3.568, 3.683], [0.935, 2.327, 3.058], [-0.447, 1.914, 3.026], [-0.986, 0.889, 2.478], [-2.435, 0.789, 2.540], [-3.017, 0.590, 1.142], [-2.609, -0.706, 0.634], [-3.503, -1.506, 0.240], [-3.251, -2.850, -0.296], [-4.222, -3.503, -0.957], [-4.021, -4.816, -1.558], [-2.811, -5.373, -1.604], [-1.604, -4.681, -1.045], [-1.971, -3.568, -0.065], [-1.288, -3.384, 0.916], [4.128, 1.679, 2.120], [4.490, 3.859, 3.210], [2.573, 5.090, 4.226], [0.325, 4.092, 4.114], [-1.114, 2.621, 3.535], [-2.874, 1.691, 2.982], [-2.715, -0.064, 3.166], [-2.604, 1.357, 0.483], [-4.110, 0.690, 1.175], [-4.561, -1.209, 0.246], [-5.195, -3.035, -1.064], [-4.873, -5.316, -1.999], [-2.663, -6.329, -2.094], [-1.014, -5.379, -0.447], [-0.881, -1.950, -1.604], [-0.127, -2.806, -2.018], [-0.687, -4.207, -2.226], [0.306, -5.252, -2.616], [1.561, -4.932, -2.927], [2.027, -3.556, -2.860], [1.273, -2.530, -2.415], [1.780, -1.153, -2.376], [1.345, -0.324, -1.513], [1.798, 0.958, -1.597], [1.046, 1.754, -0.858], [0.021, 1.415, -0.170], [1.452, 3.191, -0.832], [0.822, 4.057, 0.055], [1.216, 5.384, 0.139], [2.235, 5.857, -0.674], [2.860, 4.999, -1.571], [2.473, 3.671, -1.648], [-1.345, -4.051, -3.095], [-0.033, -6.281, -2.655], [2.265, -5.696, -3.227], [3.048, -3.353, -3.163], [2.509, -0.842, -3.126], [0.032, 3.671, 0.682], [0.731, 6.046, 0.846], [2.545, 6.893, -0.609], [3.654, 5.367, -2.208], [2.958, 2.988, -2.331]],
  "atomic_forces_ev_per_a": [[0.00, 0.07, -0.11], [-0.01, -0.10, 0.15], [0.00, 0.10, -0.05], [0.00, -0.01, -0.03], [-0.01, 0.02, 0.02], [0.00, -0.02, -0.01], [0.02, 0.01, 0.00], [-0.03, -0.02, 0.00], [0.01, -0.01, -0.04], [0.07, 0.03, 0.05], [-0.03, 0.00, -0.02], [-0.01, 0.01, 0.03], [-0.02, -0.02, 0.02], [0.01, 0.02, -0.01], [-0.01, 0.00, -0.01], [0.00, -0.01, 0.00], [0.01, 0.01, 0.00], [0.00, 0.00, 0.00], [0.01, -0.02, 0.00], [0.00, 0.01, 0.01], [0.00, -0.01, -0.01], [0.00, 0.00, 0.00], [0.00, 0.00, 0.00], [0.00, 0.00, 0.00], [0.00, 0.00, 0.00], [-0.01, -0.01, 0.01], [0.01, 0.00, 0.02], [0.00, -0.01, -0.01], [-0.01, -0.01, -0.01], [0.00, 0.01, 0.00], [0.00, 0.00, 0.00], [0.00, 0.00, 0.00], [0.00, 0.00, 0.00], [0.00, 0.00, 0.00], [0.00, 0.00, 0.00], [0.01, 0.00, -0.01], [0.01, 0.03, 0.00], [0.00, -0.03, -0.03], [-0.01, 0.02, 0.00], [0.01, 0.01, 0.00], [-0.01, 0.00, 0.00], [0.00, -0.03, 0.01], [0.00, 0.01, -0.01], [0.01, 0.00, 0.01], [-0.03, -0.03, -0.01], [0.06, 0.07, -0.05], [0.01, -0.06, 0.04], [-0.03, -0.01, 0.01], [-0.01, 0.01, -0.02], [0.00, 0.00, 0.00], [0.00, 0.00, 0.00], [0.00, -0.01, 0.00], [0.02, 0.00, 0.01], [0.00, 0.00, 0.01], [0.00, 0.00, 0.00], [0.00, 0.00, 0.00], [0.00, -0.01, 0.00], [0.00, 0.00, 0.00], [-0.01, -0.01, 0.01], [0.00, 0.00, 0.00], [0.00, 0.00, 0.00], [0.00, 0.00, 0.00], [0.00, 0.00, 0.00]],
  "mulliken_charge": [1.18, -0.81, 0.53, -0.51, -0.38, -0.72, -0.65, 0.43, -0.14, -0.02, -0.87, -0.76, 0.27, -1.04, 0.69, -0.29, -0.55, -0.90, 0.66, -0.08, -0.63, 0.44, 0.38, 0.42, 0.30, 0.14, 0.45, 0.31, 0.18, 0.55, 0.23, 0.42, 0.42, 0.39, 0.51, -0.63, 0.30, 0.80, -0.81, -0.73, -0.39, 0.52, -1.20, 0.32, -0.72, 0.34, -0.47, 0.41, -0.29, -0.61, -0.42, -0.62, -0.32, 0.34, 0.37, 0.41, 0.46, 0.41, 0.34, 0.39, 0.39, 0.39, 0.45],
  "de_lowest_ev": 0.2982,
  "spin_multiplicity": 1,
  "energy_ev": -50896.2563
}

(3)
{
  "formula": "C30H24N9O6W",
  "method": "the ωB97M-V functional and the def2-TZVPD basis",
  "symbols": ["W", "O", "C", "C", "C", "C", "C", "C", "C", "N", "C", "C", "N", "C", "C", "C", "C", "C", "C", "C", "O", "H", "H", "H", "H", "H", "H", "H", "H", "H", "H", "H", "H", "H", "H", "C", "N", "C", "C", "C", "O", "N", "C", "O", "H", "H", "H", "H", "H", "C", "N", "C", "C", "C", "O", "N", "C", "O", "H", "H", "H", "H", "H", "N", "C", "C", "C", "N", "C", "N"],
  "xyz": [[-0.326, 0.331, 0.146], [1.552, 0.261, 0.363], [2.533, 0.452, 1.238], [3.732, -0.240, 1.090], [4.735, -0.025, 2.014], [4.566, 0.873, 3.073], [3.384, 1.569, 3.199], [2.349, 1.354, 2.280], [1.144, 2.122, 2.327], [0.094, 1.971, 1.604], [-0.911, 3.032, 1.801], [-2.267, 2.542, 1.345], [-2.184, 1.105, 1.104], [-3.214, 0.403, 1.404], [-3.450, -0.954, 0.998], [-4.483, -1.727, 1.539], [-4.754, -2.970, 1.010], [-4.022, -3.433, -0.089], [-3.016, -2.673, -0.655], [-2.728, -1.436, -0.093], [-1.756, -0.671, -0.601], [3.853, -0.916, 0.255], [5.672, -0.557, 1.912], [5.368, 1.031, 3.780], [3.247, 2.286, 3.998], [1.141, 2.949, 3.037], [-0.598, 3.916, 1.244], [-0.933, 3.281, 2.861], [-2.579, 3.005, 0.413], [-3.032, 2.750, 2.093], [-4.012, 0.896, 1.958], [-5.064, -1.342, 2.369], [-5.543, -3.579, 1.427], [-4.255, -4.401, -0.511], [-2.451, -3.010, -1.515], [1.448, -5.295, 0.255], [0.929, -4.050, 0.826], [0.683, -3.919, 2.144], [0.203, -2.771, 2.700], [-0.027, -1.740, 1.777], [-0.465, -0.532, 2.027], [0.201, -1.863, 0.483], [0.720, -2.997, -0.094], [0.957, -3.139, -1.265], [1.528, -6.035, 1.047], [2.423, -5.117, -0.193], [0.775, -5.647, -0.522], [0.894, -4.794, 2.744], [0.010, -2.667, 3.755], [1.769, 4.187, -2.868], [0.540, 3.466, -2.532], [-0.499, 3.403, -3.420], [-1.648, 2.783, -3.130], [-1.816, 2.124, -1.856], [-2.865, 1.637, -1.488], [-0.652, 2.063, -1.019], [0.505, 2.805, -1.327], [1.459, 2.855, -0.572], [1.561, 4.832, -3.716], [2.557, 3.486, -3.137], [2.082, 4.782, -2.016], [-0.324, 3.890, -4.369], [-2.476, 2.753, -3.819], [0.357, -0.156, -1.746], [0.714, -0.312, -2.843], [1.125, -0.419, -4.138], [1.174, -1.694, -4.765], [1.218, -2.728, -5.268], [1.459, 0.792, -4.796], [1.690, 1.815, -5.275]],
  "atomic_forces_ev_per_a": [[-0.04, 0.19, -0.10], [0.16, 0.15, 0.05], [-0.06, -0.08, -0.02], [0.03, 0.00, 0.01], [-0.01, 0.01, 0.00], [-0.01, 0.00, -0.02], [0.03, 0.00, 0.01], [-0.05, 0.04, 0.02], [0.02, -0.07, 0.01], [0.02, 0.03, 0.09], [0.02, -0.03, -0.02], [-0.03, -0.02, 0.02], [0.02, 0.09, -0.09], [-0.04, -0.02, 0.02], [0.00, 0.05, 0.00], [-0.02, -0.02, 0.00], [0.01, 0.01, -0.01], [-0.01, 0.01, 0.00], [-0.02, -0.02, -0.01], [0.02, 0.15, 0.02], [-0.07, -0.42, 0.27], [0.00, 0.00, 0.00], [0.00, 0.00, 0.00], [0.00, 0.00, 0.00], [0.00, 0.00, 0.00], [-0.01, -0.01, 0.01], [0.02, -0.03, -0.03], [0.01, 0.04, -0.01], [0.00, 0.02, -0.01], [0.00, -0.04, 0.01], [0.00, -0.01, 0.00], [0.00, 0.00, 0.00], [0.00, 0.00, 0.00], [0.00, 0.00, 0.00], [0.00, 0.00, 0.00], [0.00, 0.00, 0.01], [0.04, 0.02, 0.02], [0.00, 0.00, -0.01], [-0.04, -0.01, 0.02], [0.09, -0.10, -0.21], [-0.14, -0.11, 0.07], [0.13, 0.09, 0.13], [-0.20, -0.04, -0.05], [0.06, 0.03, 0.00], [0.00, 0.00, 0.00], [0.00, 0.00, 0.00], [0.00, 0.00, 0.00], [0.00, 0.00, 0.01], [0.00, 0.00, 0.00], [-0.01, -0.02, -0.01], [-0.10, 0.05, -0.03], [0.07, -0.03, 0.00], [-0.03, -0.01, 0.04], [0.03, -0.01, -0.06], [-0.01, 0.00, 0.04], [0.12, 0.05, -0.06], [0.01, -0.06, -0.07], [0.00, 0.01, 0.02], [0.01, -0.01, -0.01], [0.00, 0.00, 0.02], [0.02, 0.01, 0.00], [0.00, 0.01, -0.01], [0.00, 0.01, -0.01], [0.05, 0.10, -0.13], [-0.08, 0.03, -0.01], [0.00, -0.10, 0.09], [0.08, 0.04, -0.04], [-0.03, -0.01, 0.01], [-0.10, 0.01, -0.04], [0.03, 0.04, 0.05]],
  "mulliken_charge": [2.07, 0.97, 0.07, -0.76, -0.68, -0.74, -0.88, 0.63, -0.17, 0.10, -1.07, -0.89, -0.19, -0.20, 0.43, -0.84, -0.78, -0.63, -0.81, 0.41, 0.01, 0.58, 0.47, 0.44, 0.48, 0.53, 0.22, 0.70, 0.20, 0.79, 0.55, 0.49, 0.44, 0.48, 0.60, -0.90, 0.20, 0.07, -1.18, 0.71, -0.77, -0.16, -0.22, -0.64, 0.34, 0.31, 0.30, 0.41, 0.57, -0.99, 0.25, 0.16, -1.33, 0.44, -0.55, 0.66, -0.12, -0.55, 0.34, 0.33, 0.32, 0.32, 0.52, -0.62, 1.07, -0.23, -0.18, -0.48, 0.06, -0.51],
  "charge": 1,
  "de_lowest_ev": 0.0000,
  "spin_multiplicity": 1,
  "energy_ev": -59017.3430
}